1.
A 2-piece molecular cluster, C4H11NO overall, computed with the ωB97M-V functional and the def2-TZVPD basis.

Properties
2S+1: 1
orbital gap: 10.4 eV
SMILES string: C=C(C)C.NO

Bonds (Å) are listed after each position.
CARTESIAN COORDINATES (ANGSTROEM)
1 C -0.999 1.076 1.365  C3 1.496, H5 1.094, H6 1.094, H7 1.094
2 C 0.316 1.366 -0.881  C3 1.606, H8 1.093, H9 1.092, H10 1.094
3 C -0.747 0.537 -0.008  C1 1.496, C2 1.606, C4 1.336
4 C -1.505 -0.394 -0.594  C3 1.336, H11 1.086, H12 1.085
5 H -2.060 1.005 1.624  C1 1.094
6 H -0.747 2.139 1.431  C1 1.094
7 H -0.402 0.527 2.098  C1 1.094
8 H 0.518 0.877 -1.838  C2 1.093
9 H -0.149 2.330 -1.094  C2 1.092
10 H 1.232 1.598 -0.330  C2 1.094
11 H -2.368 -0.811 -0.083  C4 1.086
12 H -1.286 -0.772 -1.587  C4 1.085
13 N 1.452 -2.388 -0.154  O14 1.442, H16 1.022, H17 1.022
14 O 1.826 -1.079 0.321  N13 1.442, H15 1.058
15 H 1.063 -0.433 -0.026  O14 1.058
16 H 1.704 -2.995 0.628  N13 1.022
17 H 2.152 -2.582 -0.873  N13 1.022

2.
A 2-piece molecular cluster, C4H11NO overall, computed with the ωB97M-V functional and the def2-TZVPD basis.

Properties
2S+1: 1
orbital gap: 8.9 eV
SMILES string: C/C=C/N.CO

Bonds (Å) are listed after each position.
CARTESIAN COORDINATES (ANGSTROEM)
1 C -1.049 0.024 -2.140  C2 1.494, H5 1.086, H6 1.096, H7 1.093
2 C -0.973 -0.145 -0.658  C1 1.494, C3 1.341, H8 1.090
3 C -1.947 -0.678 0.094  C2 1.341, N4 1.384, H9 1.087
4 N -1.841 -1.076 1.416  C3 1.384, H10 1.008, H11 1.013
5 H -1.862 -0.534 -2.595  C1 1.086
6 H -1.120 1.096 -2.357  C1 1.096
7 H -0.129 -0.281 -2.646  C1 1.093
8 H -0.142 0.219 -0.054  C2 1.090
9 H -2.906 -0.874 -0.379  C3 1.087
10 H -2.664 -1.134 1.994  N4 1.008
11 H -1.115 -0.622 1.958  N4 1.013
12 C 2.728 0.462 1.180  O13 1.415, H14 1.093, H15 1.088, H16 1.092
13 O 2.847 1.283 0.033  C12 1.415, H17 0.953
14 H 2.022 -0.360 1.039  C12 1.093
15 H 3.712 0.024 1.331  C12 1.088
16 H 2.450 1.043 2.062  C12 1.092
17 H 1.988 1.553 -0.279  O13 0.953

3.
A 2-piece molecular cluster, C4H11NO overall, computed with the ωB97M-V functional and the def2-TZVPD basis.

Properties
2S+1: 1
orbital gap: 10.7 eV
SMILES string: CC(N)=O.CC

Bonds (Å) are listed after each position.
CARTESIAN COORDINATES (ANGSTROEM)
1 C 1.673 0.586 -0.297  C2 1.460, H7 1.092, H8 1.092, H9 1.089
2 C 1.350 1.836 0.386  C1 1.460, O3 1.217, N4 1.390
3 O 1.786 2.932 0.087  C2 1.217
4 N 0.530 1.759 1.505  C2 1.390, H5 1.008, H6 1.001
5 H 0.195 2.625 1.899  N4 1.008
6 H 0.116 0.867 1.689  N4 1.001
7 H 0.984 -0.241 -0.117  C1 1.092
8 H 2.586 0.090 0.038  C1 1.092
9 H 1.650 0.840 -1.355  C1 1.089
10 C -1.181 -1.793 -1.090  C11 1.538, H12 1.094, H13 1.087, H14 1.093
11 C -1.643 -1.054 0.178  C10 1.538, H15 1.095, H16 1.077, H17 1.090
12 H -0.114 -2.036 -1.091  C10 1.094
13 H -1.701 -2.740 -1.210  C10 1.087
14 H -1.242 -1.132 -1.959  C10 1.093
15 H -0.781 -1.116 0.851  C11 1.095
16 H -2.586 -1.437 0.530  C11 1.077
17 H -1.621 0.014 -0.043  C11 1.090

4.
A 2-piece molecular cluster, C4H11NO overall, computed with the ωB97M-V functional and the def2-TZVPD basis.

Properties
2S+1: 1
orbital gap: 9.2 eV
SMILES string: CC(C)=CN.O

Bonds (Å) are listed after each position.
CARTESIAN COORDINATES (ANGSTROEM)
1 C -0.937 0.604 0.970  C2 1.526, H6 1.151, H7 1.142, H8 1.130
2 C 0.045 0.875 -0.166  C1 1.526, C3 1.333, C5 1.529
3 C 1.276 0.371 -0.068  C2 1.333, N4 1.457, H9 1.145
4 N 1.769 -0.501 0.989  C3 1.457, H10 1.099, H11 1.100
5 C -0.643 1.152 -1.503  C2 1.529, H12 1.121, H13 1.123, H14 1.051
6 H -1.215 1.629 1.414  C1 1.151
7 H -1.879 0.055 0.631  C1 1.142
8 H -0.494 0.177 1.918  C1 1.130
9 H 2.067 0.619 -0.858  C3 1.145
10 H 2.866 -0.567 0.975  N4 1.099
11 H 1.624 -0.116 2.009  N4 1.100
12 H -1.565 1.791 -1.498  C5 1.121
13 H -0.019 1.787 -2.187  C5 1.123
14 H -0.976 0.225 -1.868  C5 1.051
15 H -0.497 -1.985 -0.084  O17 0.918
16 H -0.364 -3.429 -0.406  O17 1.025
17 O -1.059 -2.688 -0.269  H15 0.918, H16 1.025